A 2-piece molecular cluster, C6H12N2 overall. Source: OMol25; level of theory: wB97M-V/def2-TZVPD.

Its charge is 0. Its energy is -345.16076 Eh. For the LUMO energy, the calculation gives 0.8 eV.

Last column: Mulliken charge in e.
Atoms and positions in Å:
C 0.04 1.25 -1.77  -0.954
C 0.04 0.71 -0.52  0.491
C 0.11 1.57 0.71  -1.450
N 0.60 -0.66 -0.30  -0.154
C 1.90 -0.78 0.37  -0.999
H 0.06 0.63 -2.66  0.309
H -0.45 2.20 -1.91  0.311
H -0.09 1.00 1.62  0.325
H -0.66 2.35 0.63  0.443
H 1.11 1.99 0.84  0.298
H 0.67 -1.09 -1.22  0.317
H 2.31 -1.77 0.21  0.355
H 2.63 -0.08 -0.05  0.324
H 1.77 -0.53 1.42  0.328
C -2.00 -0.59 -0.34  -1.026
C -1.25 -1.25 0.60  0.805
N -1.35 -1.60 1.79  -0.584
H -3.08 -0.60 -0.25  0.354
H -1.77 -0.65 -1.40  0.239
H -0.58 -2.10 2.21  0.269